# 1
Here is a molecular structure, C30H55N4OP2STi from the OMol25 dataset. Energies are from ωB97M-V/def2-TZVPD.

The value obtained for the total energy is -3400.52779 a.u. The HOMO-LUMO gap (alpha / beta) comes out at 0.190 / 0.280 Eh. As for the charge: +1. As for the multiplicity: 3. As for the largest force on an atom: 5.35 eV/A. As for the expectation value of S²: 2.02. The HOMO energy (alpha / beta) comes out at -0.281 / -0.370 hartree.

```
94
C30H55N4OP2STi ωB97M-V/def2-TZVPD
C -1.831 2.168 -0.013
C 0.305 2.103 -0.983
C -1.975 3.498 -0.380
C 0.247 3.446 -1.301
C -0.912 4.158 -0.987
H -2.906 4.001 -0.125
H 1.109 3.901 -1.795
H -0.966 5.220 -1.209
N -0.729 1.474 -0.372
P -2.037 0.074 1.781
P 1.084 -0.461 -1.963
C -2.842 1.455 0.865
H -3.287 2.149 1.599
H -3.670 1.054 0.254
C 1.540 1.256 -1.187
H 2.248 1.721 -1.883
C 2.737 -1.396 -2.072
C 0.445 -0.128 -3.695
C -1.186 0.890 3.275
C -3.445 -1.040 2.309
C 2.882 -2.310 -0.840
H 2.145 -3.123 -0.857
H 3.889 -2.755 -0.871
H 2.778 -1.772 0.108
C 2.814 -2.292 -3.315
H 1.990 -3.015 -3.348
H 2.845 -1.722 -4.250
H 3.752 -2.866 -3.254
C 3.913 -0.411 -2.078
H 4.840 -0.989 -2.218
H 3.862 0.327 -2.889
H 3.990 0.110 -1.116
C -0.054 -1.485 -4.258
H -0.394 -2.163 -3.465
H -0.920 -1.300 -4.907
H 0.713 -1.986 -4.857
C -0.771 0.822 -3.635
H -1.572 0.405 -3.010
H -0.502 1.825 -3.277
H -1.163 0.918 -4.662
C 1.540 0.509 -4.585
H 2.378 0.950 -4.029
H 1.941 -0.212 -5.308
H 1.091 1.328 -5.167
C -2.825 -2.187 3.129
H -3.632 -2.856 3.465
H -2.122 -2.780 2.522
H -2.294 -1.826 4.020
C -4.096 -1.624 1.039
H -4.513 -0.844 0.389
H -3.396 -2.224 0.442
H -4.921 -2.283 1.353
C -4.537 -0.300 3.105
H -4.764 0.693 2.694
H -5.463 -0.891 3.053
H -4.291 -0.202 4.167
C -0.575 2.247 2.882
H -1.335 2.988 2.597
H -0.033 2.644 3.756
H 0.150 2.163 2.062
C -0.061 -0.082 3.716
H 0.900 0.165 3.242
H 0.056 -0.021 4.808
H -0.267 -1.134 3.465
C -2.158 1.169 4.431
H -3.008 1.791 4.118
H -2.522 0.254 4.909
H -1.613 1.736 5.201
Ti -0.203 -0.483 0.218
C -1.304 -1.607 -1.214
O -2.313 -1.587 -1.913
N 1.544 0.043 0.907
C 2.142 0.955 0.244
C 3.330 1.790 0.787
C 3.984 2.666 -0.277
C 2.777 2.728 1.859
C 4.353 0.821 1.416
H 4.404 2.081 -1.100
H 3.276 3.400 -0.678
H 4.813 3.222 0.178
H 2.298 2.155 2.659
H 3.585 3.321 2.308
H 2.046 3.425 1.428
H 5.380 1.056 1.110
H 4.304 0.891 2.507
H 4.144 -0.219 1.146
N -2.822 -4.267 -1.250
C -1.884 -4.170 -0.313
N -1.834 -5.011 0.718
S -0.476 -3.061 -0.497
H -3.571 -4.950 -1.176
H -2.918 -3.523 -1.943
H -1.070 -4.929 1.383
H -2.576 -5.680 0.894
```

=====

# 2
Here is a molecular structure, C30H56Br4N6OS from the OMol25 dataset. Energies are from ωB97M-V/def2-TZVPD.

The value obtained for the total energy is -12273.43596 a.u. The HOMO-LUMO gap comes out at 0.286 Eh. As for the largest force on an atom: 14.41 eV/A. The HOMO energy comes out at -0.284 hartree.

```
98
C30H56Br4N6OS ωB97M-V/def2-TZVPD
C 2.369 3.486 3.487
C 1.074 4.191 3.095
C 0.170 3.149 2.307
C -1.258 3.699 2.348
N -2.298 4.132 2.336
H 2.259 2.464 3.850
H 3.006 4.071 4.151
H 2.938 3.303 2.576
H 1.303 4.978 2.376
H 0.586 4.538 4.007
H 0.314 2.147 2.711
H 0.635 3.026 1.330
C 4.513 1.901 0.859
C 4.059 2.108 -0.539
C 2.544 2.337 -0.761
C 1.995 3.407 0.060
N 1.540 4.226 0.741
H 5.575 1.757 1.057
H 4.062 1.049 1.369
H 4.045 2.777 1.306
H 4.288 1.261 -1.187
H 4.554 2.944 -1.032
H 1.829 1.549 -0.527
H 2.384 2.533 -1.822
C -0.750 -5.799 -1.387
C -1.752 -4.613 -1.057
C -1.304 -3.123 -1.269
C -0.074 -2.807 -0.545
N 0.914 -2.561 -0.014
H 0.073 -5.898 -0.679
H -0.327 -5.666 -2.383
H -1.254 -6.766 -1.389
H -2.089 -4.723 -0.026
H -2.644 -4.950 -1.586
H -2.008 -2.373 -0.907
H -1.097 -2.953 -2.326
C 3.727 -2.403 -3.270
C 2.954 -2.977 -2.111
C 3.020 -2.130 -0.863
C 2.595 -0.730 -0.900
N 2.211 0.368 -1.026
H 3.616 -3.069 -4.126
H 4.810 -2.368 -3.150
H 3.536 -1.346 -3.460
H 3.160 -4.032 -1.930
H 1.905 -3.045 -2.401
H 4.070 -2.078 -0.576
H 2.350 -2.608 -0.148
C -2.949 2.462 1.316
C -3.580 2.044 0.002
C -3.582 3.091 -1.057
C -2.336 3.904 -1.299
N -1.354 4.536 -1.557
H -1.870 2.419 1.172
H -3.106 1.700 2.080
H -3.200 3.434 1.740
H -4.590 1.652 0.127
H -3.032 1.203 -0.423
H -4.485 3.664 -0.845
H -3.642 2.672 -2.062
C -2.818 -3.165 2.226
C -3.059 -3.249 0.763
C -4.587 -3.031 0.323
C -5.550 -3.508 1.291
N -6.337 -3.922 2.098
H -3.265 -4.058 2.663
H -3.336 -2.340 2.714
H -1.817 -2.838 2.506
H -2.629 -4.203 0.458
H -2.489 -2.402 0.381
H -4.712 -3.407 -0.692
H -4.747 -1.958 0.422
C 1.287 1.993 -2.496
S 0.082 1.162 -3.579
O -1.067 0.870 -2.571
C -0.447 2.822 -4.261
H 1.589 1.279 -1.729
H 0.841 2.874 -2.035
H 2.133 2.352 -3.082
H 0.372 3.403 -4.685
H -0.881 3.452 -3.484
H -1.142 2.708 -5.094
Br -0.168 1.417 1.415
C -0.041 0.076 0.008
C -1.435 -0.036 -0.666
Br -2.790 -0.626 0.577
H 0.332 -0.900 0.318
H 0.706 0.506 -0.659
H -1.386 -0.806 -1.437
H -1.685 0.837 -1.270
Br -0.097 -3.263 2.985
C 0.339 -1.353 3.067
C 1.796 -1.220 2.877
Br 2.488 0.635 3.326
H 0.094 -1.037 4.081
H -0.207 -0.854 2.267
H 1.828 -1.416 1.805
H 2.400 -1.956 3.408
```

=====

# 3
Here is a molecular structure, C30H56F3N5O16SV from the OMol25 dataset. Energies are from ωB97M-V/def2-TZVPD.

The value obtained for the total energy is -4296.26493 a.u. The HOMO-LUMO gap (alpha / beta) comes out at 0.299 / 0.295 Eh. As for the multiplicity: 4. As for the largest force on an atom: 4.22 eV/A. As for the expectation value of S²: 3.76. The HOMO energy (alpha / beta) comes out at -0.329 / -0.329 hartree.

```
112
C30H56F3N5O16SV ωB97M-V/def2-TZVPD
V -2.707 -0.824 -2.559
C -0.026 0.209 0.408
C -1.064 -0.133 -0.639
O -1.533 -1.263 -0.749
O -1.282 0.645 -1.575
H 0.744 0.751 -0.142
H 0.458 -0.649 0.875
H -0.424 0.864 1.182
C 1.205 -1.288 -4.182
F 2.311 -1.323 -4.951
F 0.958 -2.540 -3.760
F 1.483 -0.514 -3.129
S -0.302 -0.542 -5.181
O -1.431 -0.696 -4.246
O -0.012 0.853 -5.552
O -0.424 -1.413 -6.370
C -4.771 -0.713 0.909
C -5.203 -1.417 -0.375
O -4.414 -1.490 -1.322
N -6.410 -1.938 -0.476
C -7.474 -1.898 0.509
H -3.682 -0.676 0.901
H -5.040 -1.271 1.806
H -5.220 0.280 0.884
H -6.591 -2.367 -1.372
H -7.158 -1.533 1.485
H -7.942 -2.839 0.798
H -8.258 -1.249 0.119
C 2.776 -0.464 2.514
C 4.084 -0.480 1.778
O 4.345 -1.449 1.077
N 4.839 0.548 1.981
C 6.114 0.776 1.322
H 2.687 0.403 3.170
H 2.488 -1.377 3.034
H 1.950 -0.354 1.810
H 4.520 1.294 2.579
H 6.432 0.105 0.526
H 6.904 0.994 2.041
H 6.001 1.738 0.819
C 0.245 3.086 -2.923
C 1.495 3.508 -3.698
O 2.175 4.404 -3.257
N 1.798 2.804 -4.773
C 2.945 3.002 -5.652
H -0.298 2.308 -3.458
H -0.429 3.910 -2.689
H 0.571 2.716 -1.950
H 1.194 2.053 -5.083
H 3.564 3.788 -5.221
H 2.646 3.228 -6.675
H 3.421 2.022 -5.681
C -3.581 7.543 2.056
C -3.354 6.093 1.534
O -3.959 5.654 0.553
N -2.467 5.415 2.256
C -2.110 3.987 2.046
H -3.685 8.241 1.226
H -2.667 7.874 2.551
H -4.397 7.650 2.770
H -1.971 5.840 3.024
H -2.973 3.407 1.721
H -1.749 3.688 3.029
H -1.305 3.857 1.322
C 3.876 1.507 -1.387
C 5.079 2.068 -2.128
O 6.191 1.535 -1.864
N 4.992 3.117 -2.921
C 6.087 3.941 -3.470
H 3.968 1.911 -0.378
H 4.010 0.437 -1.233
H 2.914 1.821 -1.793
H 4.097 3.584 -2.862
H 6.748 4.189 -2.638
H 5.791 4.895 -3.905
H 6.637 3.362 -4.211
O -4.928 -6.311 1.892
C -3.938 -5.630 1.733
O -3.872 -4.702 0.766
C -2.650 -4.000 0.822
C -1.751 -4.911 1.666
C -2.706 -5.547 2.587
H -2.753 -2.972 1.172
H -2.223 -3.889 -0.175
H -1.050 -4.228 2.147
H -1.114 -5.574 1.082
H -2.948 -4.886 3.420
H -2.300 -6.488 2.955
O 0.808 -3.062 1.818
C 1.578 -3.518 0.993
O 2.528 -4.416 1.278
C 3.410 -4.595 0.166
C 2.398 -4.395 -1.003
C 1.518 -3.253 -0.498
H 3.908 -5.559 0.062
H 4.186 -3.841 0.302
H 1.828 -5.322 -1.069
H 2.950 -4.220 -1.926
H 0.464 -3.398 -0.737
H 1.852 -2.254 -0.777
O -2.979 1.623 4.438
C -2.401 0.551 4.357
O -3.077 -0.508 3.919
C -2.354 -1.703 4.055
C -0.938 -1.257 4.061
C -0.974 0.094 4.702
H -2.510 -2.343 3.187
H -2.615 -2.281 4.943
H -0.495 -1.079 3.080
H -0.304 -2.068 4.420
H -0.211 0.691 4.205
H -0.770 0.044 5.772
```